## w
This record from OMol25 describes a cluster of 2 separate species, CH3N2O2 in total. The level of theory is ωB97M-V/def2-TZVPD.

ORCA input file:
```
! RIJCOSX wB97M-V def2-TZVPD def2/J DEFGRID3
* xyz -1 1
H -1.478 -0.693 0.108
O -3.341 -0.197 -0.036
N -2.526 -1.085 0.103
N 0.744 0.195 0.506
O 2.265 -1.454 0.134
C 1.314 -0.737 -0.154
H 0.742 -0.867 -1.225
H -0.143 0.765 0.155
*
```

---

## x
This record from OMol25 describes a cluster of 2 separate species, CH3N2O2 in total. The level of theory is ωB97M-V/def2-TZVPD.

ORCA input file:
```
! RIJCOSX wB97M-V def2-TZVPD def2/J DEFGRID3
* xyz -1 1
H 1.309 -1.465 1.548
H -1.045 1.053 -0.645
C 0.557 -1.441 0.750
O -0.952 2.460 -1.993
N -1.460 1.938 -1.042
O 0.017 -2.508 0.553
N 0.408 -0.268 0.225
H 1.167 0.231 0.604
*
```

---

The most stable arrangement is x, and the next structure is 55.9 kJ/mol less stable.

---

## w
This record from OMol25 describes an isolated molecule of C6H15N3. The level of theory is ωB97M-V/def2-TZVPD.

ORCA input file:
```
! RIJCOSX wB97M-V def2-TZVPD def2/J DEFGRID3
* xyz 0 1
H 0.561 -1.747 1.562
H -0.570 1.221 1.365
H 1.085 0.535 2.420
N -1.726 1.044 1.008
N -2.782 -0.470 -0.490
H -0.188 -0.890 -1.249
C -1.626 -0.133 0.295
C -2.881 -0.174 -1.715
C 2.197 0.340 -0.685
C 1.133 -0.033 0.345
C 1.313 -1.472 0.822
H -0.261 0.758 -1.149
H 3.174 0.308 -0.201
H -1.410 -0.979 0.948
H 2.047 1.360 -1.047
H 1.499 1.870 1.294
H 2.218 -0.340 -1.544
H -2.121 1.793 0.444
C 0.927 0.952 1.428
H 1.282 -2.198 0.002
H 2.289 -1.554 1.302
H -3.806 -0.408 -2.237
H -2.104 0.319 -2.312
N -0.250 -0.102 -0.607
*
```

---

## x
This record from OMol25 describes an isolated molecule of C6H15N3. The level of theory is ωB97M-V/def2-TZVPD.

ORCA input file:
```
! RIJCOSX wB97M-V def2-TZVPD def2/J DEFGRID3
* xyz 0 1
C -2.496 -0.180 -0.653
H -0.020 -0.011 2.808
H -0.738 1.261 1.878
H -2.526 0.813 -1.109
C 0.484 -1.876 1.012
H -1.675 -0.161 2.209
C 0.596 0.359 -0.295
H 3.721 0.462 -1.254
H 2.421 0.876 -2.386
C -0.666 0.170 1.943
H 0.854 -2.372 0.111
N 0.162 1.671 -0.523
C -0.150 -0.531 0.709
N 1.822 -0.039 -0.570
H 1.348 -1.742 1.675
H 0.553 2.090 -1.357
N -1.162 -0.727 -0.573
H 2.734 1.863 -0.931
H -2.991 -0.114 0.320
H -0.242 -2.539 1.496
H -3.126 -0.827 -1.272
H -0.764 -1.093 -1.432
C 2.696 0.838 -1.323
H -0.838 1.811 -0.483
*
```

As for the SMILES: C/N=C(\N)C(C)(C)NC.

---

The most stable arrangement is x, and the next structure is 177.7 kJ/mol less stable.

---

## w
This record from OMol25 describes a structure of composition C3H8N3O. The level of theory is ωB97M-V/def2-TZVPD.

ORCA input file:
```
! RIJCOSX wB97M-V def2-TZVPD def2/J DEFGRID3
* xyz 1 1
O -2.149 -0.253 0.117
H -0.215 2.346 -0.393
H 1.988 -0.353 0.727
C -0.369 -0.852 0.459
H -0.215 -1.103 1.626
N 0.285 0.355 0.161
H 2.204 1.551 0.483
H -0.242 -2.817 -0.142
N -1.866 1.004 -0.079
H 0.139 -1.612 -1.280
N -0.041 -1.867 -0.309
C -0.600 1.302 -0.179
H -2.680 1.412 -0.457
H 2.018 0.398 -0.853
C 1.743 0.489 0.120
*
```

---

## x
This record from OMol25 describes a cluster of 2 separate species, C3H8N3O in total. The level of theory is ωB97M-V/def2-TZVPD.

ORCA input file:
```
! RIJCOSX wB97M-V def2-TZVPD def2/J DEFGRID3
* xyz 1 1
H -2.833 1.313 -0.232
C 2.179 1.144 -0.006
H 2.083 1.503 1.023
C -1.689 0.969 -0.242
H -2.009 -2.015 0.136
N -2.261 -1.100 0.570
H -0.938 1.673 -0.688
H -0.042 -0.852 0.054
H 1.301 -2.128 -0.030
N 1.109 -1.119 -0.134
N -1.340 -0.221 0.098
H 2.404 1.878 -0.809
C 2.041 -0.261 -0.094
O 3.247 0.051 -0.134
H -3.252 -0.834 0.489
*
```

---

## y
This record from OMol25 describes the ion C3H8N3O with charge +1. The level of theory is ωB97M-V/def2-TZVPD.

ORCA input file:
```
! RIJCOSX wB97M-V def2-TZVPD def2/J DEFGRID3
* xyz 1 1
H 0.857 -1.955 0.328
H -0.615 -1.088 1.852
H 1.978 -0.927 -0.501
C 0.116 -0.164 -0.200
C 0.605 1.198 0.349
N 1.056 -1.281 -0.360
H -0.575 -1.011 -1.953
N -0.535 -0.014 -1.556
C -0.761 -0.282 1.087
N -0.112 0.945 1.465
O 1.421 1.963 -0.131
H -0.285 1.700 2.110
H -1.882 -0.095 1.021
H 0.143 0.594 -1.930
H -1.412 0.418 -1.579
*
```

As for the SMILES: N[C@@]1([NH3+])CNC1=O.

---

The most stable arrangement is y, and the next structure is 220.8 kJ/mol less stable.